[1]
13
Properties=species:S:1:pos:R:3:forces:R:3 method="wB97M-V/def2-TZVPD" homo_lumo_gap_ha=0.28189 energy_ha=-924.86917 e_above_lowest_ev=1.4194 charge=-1 multiplicity=1
C 3.5027 0.6099 0.3692 -3.1981 -0.9479 0.3840
C -2.7302 0.2178 -0.0691 0.5880 -0.5453 1.2955
N 2.5529 0.9519 -0.3567 4.5413 3.0894 -2.3535
O -0.0542 0.0280 0.2269 -0.0721 -0.4064 0.0534
O -1.4675 -2.0446 -0.5065 1.8042 0.0979 -0.3704
F -2.8238 1.3623 0.6339 0.4767 1.3704 0.1157
F -2.6476 0.5376 -1.3658 -0.2750 0.0514 -0.2884
F -3.9498 -0.3182 0.1821 -0.5746 -0.9135 -0.7076
P -1.2338 -0.8178 0.6878 -0.4542 0.0607 -0.8611
H 3.3314 -0.0599 1.1603 -0.0531 -1.3218 1.4252
H 4.4433 0.9927 0.3199 2.7752 1.3272 -0.6561
H -0.5945 -2.0976 -0.9991 -1.5522 0.2300 0.7720
H 1.6713 0.6380 -0.2831 -4.0061 -2.0919 1.1913


[2]
8
Properties=species:S:1:pos:R:3:forces:R:3 method="wB97M-V/def2-TZVPD" homo_lumo_gap_ha="0.36660 / 0.26686" energy_ha=-331.42581 charge=+1 multiplicity=3 s2=2.0077
C -0.3798 0.0426 0.1391 0.9260 -0.2410 -0.3296
C 0.4904 0.7595 -0.6072 0.7804 0.8784 -0.0688
H -0.3991 0.2379 1.2154 -0.3003 -0.2615 -0.4109
H -1.0528 -0.5999 -0.4374 0.0576 0.2327 0.5968
H 0.5696 0.7276 -1.6964 -0.0034 0.0446 0.2638
F 1.3007 1.6600 -0.0532 -0.6476 -0.8094 -0.3990
Hg 1.6160 -1.9848 0.0739 -0.3147 0.3919 0.0236
H -2.1449 -0.8430 1.3658 -0.4979 -0.2358 0.3241


[3]
10
Properties=species:S:1:pos:R:3:forces:R:3 method="wB97M-V/def2-TZVPD" homo_lumo_gap_ha=0.38530 energy_ha=-342.63886 e_above_lowest_ev=2.2878 charge=0 multiplicity=1
C -0.7136 -0.3706 0.1825 -0.0352 -0.7925 -1.2126
C 0.7184 -0.5279 -0.4103 -0.1915 -3.2634 -2.4893
N 1.2918 0.7669 -0.3856 1.6461 0.6430 -0.7061
N 0.5257 1.6163 0.0824 -0.8545 -0.9214 0.2706
N -0.6730 1.0525 0.3904 2.4531 -1.6602 -3.1294
F 1.4678 -1.4044 0.3650 0.0258 0.4230 -0.0544
H -1.3694 -0.7278 -0.7320 0.4854 0.8042 2.4601
H -0.8383 -0.8764 1.1965 -0.0151 0.0765 -1.7294
H 0.7920 -1.1097 -1.6200 -0.4342 2.1619 3.6627
H -1.2015 1.5811 0.9311 -3.0798 2.5290 2.9278


Please write out number 1 again, unchanged.
13
Properties=species:S:1:pos:R:3:forces:R:3 method="wB97M-V/def2-TZVPD" homo_lumo_gap_ha=0.28189 energy_ha=-924.86917 e_above_lowest_ev=1.4194 charge=-1 multiplicity=1
C 3.5027 0.6099 0.3692 -3.1981 -0.9479 0.3840
C -2.7302 0.2178 -0.0691 0.5880 -0.5453 1.2955
N 2.5529 0.9519 -0.3567 4.5413 3.0894 -2.3535
O -0.0542 0.0280 0.2269 -0.0721 -0.4064 0.0534
O -1.4675 -2.0446 -0.5065 1.8042 0.0979 -0.3704
F -2.8238 1.3623 0.6339 0.4767 1.3704 0.1157
F -2.6476 0.5376 -1.3658 -0.2750 0.0514 -0.2884
F -3.9498 -0.3182 0.1821 -0.5746 -0.9135 -0.7076
P -1.2338 -0.8178 0.6878 -0.4542 0.0607 -0.8611
H 3.3314 -0.0599 1.1603 -0.0531 -1.3218 1.4252
H 4.4433 0.9927 0.3199 2.7752 1.3272 -0.6561
H -0.5945 -2.0976 -0.9991 -1.5522 0.2300 0.7720
H 1.6713 0.6380 -0.2831 -4.0061 -2.0919 1.1913